16
Properties=species:S:1:pos:R:3:mulliken_charge:R:1 method="wB97M-V/def2-TZVPD" homo_ev="-17.397 / -17.396" homo_lumo_gap_ev="8.7 / 8.7" charge=+2 relative_energy_kj_mol=395.15
N -3.51 -0.32 -0.01 -0.31
N 1.31 -0.72 -0.03 -0.19
N 0.77 1.62 0.10 -0.27
N -1.28 -0.51 0.21 -0.44
N 2.77 -0.85 -0.02 -0.36
C -2.30 0.20 -0.10 0.21
C 0.58 0.35 0.03 0.65
H 3.12 -1.21 -0.93 0.41
H 3.07 -1.51 0.72 0.41
H 0.79 -1.60 -0.03 0.33
H -3.63 -1.27 0.33 0.25
H 3.24 0.06 0.17 0.37
H -0.02 2.25 0.16 0.22
H -4.33 0.20 -0.27 0.25
H -2.25 1.22 -0.46 0.25
H 1.68 2.09 0.11 0.22